Model one:
DFT (ωB97M-V/def2-TZVPD) results for a cluster of 3 separate species, C3H13NO2S in total.

The geometry in XYZ format:
```
20
C3H13NO2S ωB97M-V/def2-TZVPD
C 0.940 0.925 -3.686
C -0.465 0.282 -3.184
N -0.390 -1.132 -3.465
C -0.470 0.511 -1.693
S -1.750 -0.279 -0.506
H 0.813 2.184 -3.846
H 1.117 0.542 -4.740
H 1.714 0.413 -2.903
H -1.312 0.836 -3.643
H -0.796 -1.425 -4.307
H -0.951 -1.493 -2.617
H 0.552 -0.006 -1.549
H -0.559 1.450 -1.272
H -2.701 0.378 -1.298
O 0.011 -0.944 5.656
H 0.879 -1.368 5.321
H -0.509 -1.636 6.136
O 3.160 0.965 5.228
H 3.624 1.752 5.507
H 3.454 0.296 5.866
```

gap between HOMO and LUMO: 9.92 eV
highest occupied orbital energy: -9.16 eV
net charge: 0
spin multiplicity: 1
SMILES: C[C@@H](N)CS.O.O

Here are the natural (NBO) charges for atoms 1 to 8, given in e:
1 C -0.6200
2 C -0.0847
3 N -0.8537
4 C -0.4830
5 S -0.0961
6 H 0.2114
7 H 0.2164
8 H 0.2211

Model two:
DFT (ωB97M-V/def2-TZVPD) results for a cluster of 3 separate species, C3H13NO2S in total.

The geometry in XYZ format:
```
20
C3H13NO2S ωB97M-V/def2-TZVPD
N 1.487 -0.997 -0.577
C 0.139 -1.686 -0.665
C -0.806 -0.630 0.010
C -2.176 -0.836 0.695
S -3.317 0.642 0.694
H 1.632 -0.619 -1.594
H 2.213 -1.762 -0.449
H -0.037 -2.075 -1.661
H 0.070 -2.534 0.128
H -0.247 -0.120 0.849
H -1.102 0.249 -0.682
H -2.273 -0.818 1.763
H -2.706 -1.771 0.275
H -3.037 1.151 1.915
O 0.672 2.303 -0.452
H 1.312 2.052 0.235
H 1.072 2.380 -1.368
O 5.664 0.134 -0.402
H 5.797 -0.707 0.079
H 6.339 0.691 0.036
```

gap between HOMO and LUMO: 9.45 eV
highest occupied orbital energy: -8.78 eV
net charge: 0
spin multiplicity: 1
SMILES: NCCCS.O.O

Here are the natural (NBO) charges for atoms 1 to 8, given in e:
1 N -0.8332
2 C -0.2319
3 C -0.4529
4 C -0.4939
5 S -0.0689
6 H 0.3526
7 H 0.3564
8 H 0.1933

Model three:
DFT (ωB97M-V/def2-TZVPD) results for a cluster of 3 separate species, C3H13NO2S in total.

The geometry in XYZ format:
```
20
C3H13NO2S ωB97M-V/def2-TZVPD
N 0.993 0.360 -2.325
C 1.549 -0.176 -1.127
C 1.257 0.692 0.107
C 1.297 0.094 1.559
S 1.941 1.251 2.847
H 1.571 0.922 -2.918
H 0.496 -0.281 -2.926
H 2.654 -0.062 -1.266
H 1.552 -1.257 -0.953
H 0.249 1.100 -0.006
H 2.076 1.412 0.128
H 0.350 -0.373 1.830
H 2.057 -0.681 1.438
H 3.200 1.073 2.387
O -5.699 -0.970 1.191
H -4.858 -1.166 0.739
H -5.589 -1.383 2.058
O -1.890 -0.539 -0.855
H -2.200 0.236 -1.314
H -1.004 -0.252 -0.595
```

gap between HOMO and LUMO: 9.82 eV
highest occupied orbital energy: -9.12 eV
net charge: 0
spin multiplicity: 1
SMILES: NCCCS.O.O

Here are the natural (NBO) charges for atoms 1 to 8, given in e:
1 N -0.8660
2 C -0.2476
3 C -0.4263
4 C -0.5083
5 S -0.0352
6 H 0.3719
7 H 0.3752
8 H 0.1791

The relative energies come out as model one 0.0455; model two 0.0363; model three 0.0000, with values in hartree.

Model one:
DFT (ωB97M-V/def2-TZVPD) results for a structure of composition C3H13NO2S.

The geometry in XYZ format:
```
20
C3H13NO2S ωB97M-V/def2-TZVPD
C 2.578 -0.479 -1.024
N 1.673 -1.132 -0.043
C 0.303 -1.196 -0.527
C -0.629 -1.460 0.685
S -2.186 -0.493 0.611
H 2.641 -1.074 -1.954
H 3.583 -0.367 -0.592
H 2.116 0.509 -1.136
H 1.959 -2.073 0.185
H -0.087 -0.246 -0.878
H 0.123 -1.855 -1.394
H -0.838 -2.536 0.715
H -0.187 -1.070 1.616
H -2.464 -1.830 -0.526
H -0.917 1.591 -2.031
H -2.145 1.351 -1.097
O -1.730 1.977 -1.701
H 1.388 1.882 1.677
H 1.757 3.402 1.858
O 2.074 2.545 1.560
```

gap between HOMO and LUMO: 8.59 eV
highest occupied orbital energy: -9.19 eV
net charge: 0
spin multiplicity: 1

Here are the natural (NBO) charges for atoms 1 to 8, given in e:
1 C -0.4141
2 N -0.6264
3 C -0.2500
4 C -0.5177
5 S -0.0642
6 H 0.1688
7 H 0.2085
8 H 0.2033

Model two:
DFT (ωB97M-V/def2-TZVPD) results for a cluster of 3 separate species, C3H13NO2S in total.

The geometry in XYZ format:
```
20
C3H13NO2S ωB97M-V/def2-TZVPD
N -1.963 0.529 0.462
C -0.884 1.179 -0.284
C 0.298 0.215 -0.510
C 1.545 0.936 -1.076
S 2.597 1.504 0.290
H -2.604 1.218 0.849
H -2.505 -0.043 -0.176
H -0.502 2.065 0.168
H -1.259 1.467 -1.275
H -0.041 -0.455 -1.327
H 0.682 -0.339 0.347
H 2.135 0.253 -1.695
H 1.318 1.821 -1.700
H 1.478 1.866 1.133
O 0.383 -3.700 -1.124
H 1.001 -3.470 -1.827
H 0.748 -3.230 -0.364
O -0.616 -0.920 2.650
H -1.331 -0.584 2.076
H -0.479 -0.312 3.382
```

gap between HOMO and LUMO: 9.72 eV
highest occupied orbital energy: -9.02 eV
net charge: 0
spin multiplicity: 1
SMILES: NCCCS.O.O

Here are the natural (NBO) charges for atoms 1 to 8, given in e:
1 N -0.8551
2 C -0.2162
3 C -0.4302
4 C -0.5173
5 S -0.0546
6 H 0.3665
7 H 0.3660
8 H 0.1885

The relative energies come out as model one 0.0746; model two 0.0000, with values in hartree.

Model one:
DFT (ωB97M-V/def2-TZVPD) results for an isolated molecule of C7H17N.

The geometry in XYZ format:
```
25
C7H17N ωB97M-V/def2-TZVPD
C 2.035 2.657 -1.212
C 1.256 1.384 -1.567
C 1.623 0.285 -0.567
C 0.724 0.147 0.692
C -0.765 -0.010 0.298
N -1.274 -1.233 0.964
C -2.504 -1.080 1.721
C -1.199 -2.423 0.165
H 1.893 2.982 -0.179
H 3.122 2.427 -1.190
H 1.882 3.487 -1.889
H 0.186 1.632 -1.522
H 1.160 1.062 -2.605
H 1.537 -0.630 -1.164
H 2.609 0.113 -0.071
H 1.049 -0.772 1.188
H 0.851 0.883 1.495
H -0.940 -0.022 -0.780
H -1.441 0.780 0.633
H -3.141 -1.993 1.660
H -3.144 -0.227 1.467
H -2.307 -1.092 2.793
H -0.216 -2.920 0.342
H -1.119 -2.163 -0.924
H -1.876 -3.274 0.250
```

gap between HOMO and LUMO: 9.05 eV
highest occupied orbital energy: -7.97 eV
net charge: 0
spin multiplicity: 1
SMILES: CCCCCN(C)C

Here are the natural (NBO) charges for atoms 1 to 8, given in e:
1 C -0.6059
2 C -0.4198
3 C -0.4160
4 C -0.4064
5 C -0.2158
6 N -0.4668
7 C -0.4067
8 C -0.4172

Model two:
DFT (ωB97M-V/def2-TZVPD) results for a cluster of 2 separate species, C7H17N in total.

The geometry in XYZ format:
```
25
C7H17N ωB97M-V/def2-TZVPD
C 2.250 2.456 0.253
C 1.191 2.026 -0.718
C 1.307 0.930 -1.506
N 0.222 0.572 -2.381
H 3.018 1.679 0.441
H 2.696 3.416 -0.094
H 1.802 2.722 1.231
H 0.317 2.648 -0.848
H 2.121 0.201 -1.375
H 0.480 0.176 -3.292
H -0.327 1.398 -2.529
C -2.184 -0.250 -0.412
C -1.107 -1.241 0.027
C -0.762 -1.151 1.504
C -0.154 -2.489 1.947
H -3.112 -0.571 0.089
H -2.328 -0.191 -1.491
H -1.943 0.757 -0.055
H -0.163 -1.123 -0.547
H -1.452 -2.262 -0.214
H -1.739 -0.924 2.054
H -0.070 -0.286 1.694
H -0.944 -3.270 1.934
H 0.172 -2.404 2.974
H 0.709 -2.818 1.313
```

gap between HOMO and LUMO: 9.28 eV
highest occupied orbital energy: -8.13 eV
net charge: 0
spin multiplicity: 1
SMILES: C/C=C/N.CCCC

Here are the natural (NBO) charges for atoms 1 to 8, given in e:
1 C -0.6334
2 C -0.2727
3 C -0.0151
4 N -0.8275
5 H 0.2135
6 H 0.2112
7 H 0.2098
8 H 0.1878

The relative energies come out as model one 0.0412; model two 0.0000, with values in hartree.

Model one:
DFT (ωB97M-V/def2-TZVPD) results for a cluster of 2 separate species, H6N3P in total.

The geometry in XYZ format:
```
10
H6N3P ωB97M-V/def2-TZVPD
N -1.560 1.044 1.205
N 1.734 -0.373 0.206
N -0.016 -0.619 -1.620
P 0.211 -1.019 -0.020
H -2.463 0.615 1.005
H -1.369 0.871 2.188
H 1.938 0.548 -0.162
H 2.109 -0.512 1.134
H 0.368 0.241 -1.986
H -0.951 -0.795 -1.950
```

gap between HOMO and LUMO (spin up / spin down): 6.62 / 9.10 eV
highest occupied orbital energy (spin up / spin down): -6.45 / -8.59 eV
net charge: 0
spin multiplicity: 1

Here are the natural (NBO) charges for atoms 1 to 8, given in e:
1 N -1.0008
2 N -1.1645
3 N -1.1601
4 P 1.1199
5 H 0.3052
6 H 0.3058
7 H 0.3936
8 H 0.4039

Model two:
DFT (ωB97M-V/def2-TZVPD) results for an isolated molecule of H6N3P.

The geometry in XYZ format:
```
10
H6N3P ωB97M-V/def2-TZVPD
N 0.834 -0.794 -0.150
P -0.844 -0.529 -0.079
N -0.767 0.693 -1.277
N -0.700 0.484 1.376
H 1.212 -1.366 0.608
H 1.243 -1.050 -0.980
H -0.007 1.236 -0.990
H -1.659 1.202 -0.998
H 0.225 0.213 1.920
H -1.463 0.377 1.938
```

gap between HOMO and LUMO: 9.67 eV
highest occupied orbital energy: -8.50 eV
net charge: 0
spin multiplicity: 1
SMILES: NP(N)N

Here are the natural (NBO) charges for atoms 1 to 8, given in e:
1 N -1.1816
2 P 1.2236
3 N -1.1264
4 N -1.1620
5 H 0.3789
6 H 0.3872
7 H 0.3725
8 H 0.3668

The relative energies come out as model one 0.0865; model two 0.0000, with values in hartree.